1.
Here is a 2-piece molecular cluster, C5H6Br2FN2O4P overall from the Open Molecules 2025 dataset. Energies are from wB97M-V/def2-TZVPD.

* maximum force: 9.0 eV/A
* HOMO level: -0.2664 hartree
* energy: -168534.7127 eV
* gap between HOMO and LUMO: 0.1606 hartree

ORCA input file:
```
! wB97M-V def2-TZVPD RIJCOSX def2/J DEFGRID3
* xyz 0 1
O -2.607 1.172 2.833
C -2.535 0.929 1.517
Br -3.269 2.305 0.206
C -1.816 -0.475 0.963
C -0.180 -0.131 0.965
N 0.607 -0.088 2.258
Br 0.133 -0.393 4.044
C 1.997 0.303 1.773
C 2.061 0.479 0.144
N 0.631 0.200 -0.273
P 0.018 0.283 -1.957
O -0.967 1.491 -2.221
O 1.456 0.343 -2.999
O -0.705 -1.301 -2.286
H -2.209 -0.734 -0.117
H -2.058 -1.398 1.642
H 2.960 0.492 2.416
H 2.966 0.755 -0.568
H 2.005 -0.439 -2.638
H -0.084 -1.930 -1.778
F 1.597 -1.861 -3.924
*
```

---

2.
Here is C24H37N7OPdSSi as an isolated structure from the Open Molecules 2025 dataset. Energies are from wB97M-V/def2-TZVPD.

* maximum force: 0.2 eV/A
* HOMO level (spin up / spin down): -0.4800 / -0.5233 hartree
* energy: -60142.8241 eV
* gap between HOMO and LUMO (spin up / spin down): 0.3108 / 0.2046 hartree
* expectation value of S²: 6.03
* ΔE to the lowest compared entry with this formula, charge and spin: 21.4 kJ/mol

ORCA input file:
```
! wB97M-V def2-TZVPD RIJCOSX def2/J DEFGRID3
* xyz 2 5
Pd -0.242 -1.161 0.081
C 2.404 1.631 3.817
C 2.435 3.150 3.655
C 1.141 3.777 3.137
C 0.687 3.271 1.769
N -0.065 2.011 1.891
C -1.185 1.577 1.354
S -1.594 -0.118 1.691
N -2.050 2.225 0.599
C -2.030 3.606 0.094
C -2.400 4.655 1.143
C -3.898 4.797 1.402
C -4.570 3.562 1.991
H 3.289 1.285 4.350
H 2.408 1.121 2.847
H 1.531 1.304 4.390
H 3.252 3.421 2.981
H 2.673 3.607 4.617
H 1.291 4.855 3.057
H 0.328 3.632 3.855
H 1.538 3.075 1.111
H 0.070 4.006 1.276
H 0.421 1.295 2.409
H -2.851 1.669 0.346
H -2.750 3.627 -0.725
H -1.055 3.779 -0.359
H -2.005 5.614 0.799
H -1.885 4.430 2.083
H -4.395 5.080 0.470
H -4.040 5.639 2.082
H -4.642 2.743 1.271
H -5.588 3.790 2.302
H -4.031 3.194 2.868
N 3.637 -1.839 3.636
C 4.395 -1.956 2.540
N 5.718 -1.964 2.658
N 3.903 -2.067 1.304
C 2.637 -2.010 1.101
N 1.499 -2.041 0.842
H 4.041 -1.815 4.557
H 2.636 -1.909 3.568
H 6.188 -1.892 3.544
H 6.270 -2.031 1.819
O -1.306 -3.378 0.993
H -0.622 -3.954 1.357
H -2.071 -3.461 1.576
N 0.979 1.523 -1.197
C 0.593 0.533 -0.740
C -1.058 -0.488 -6.025
C -0.066 -0.211 -5.077
C -0.113 -0.819 -3.847
C -1.204 -1.659 -3.510
C -2.160 -1.980 -4.507
C -2.107 -1.371 -5.736
Si -1.384 -2.414 -1.784
C -0.348 -3.830 -2.460
C 1.056 -3.746 -2.560
C 1.784 -4.805 -3.055
C 1.125 -5.949 -3.503
C -0.267 -6.037 -3.449
C -1.000 -4.980 -2.956
H -1.005 -0.030 -7.004
H 0.735 0.475 -5.318
H 0.649 -0.604 -3.110
H -2.958 -2.676 -4.277
H -2.860 -1.574 -6.485
H -2.788 -2.842 -1.593
H 1.567 -2.852 -2.219
H 2.863 -4.749 -3.109
H 1.697 -6.774 -3.908
H -0.766 -6.929 -3.801
H -2.081 -5.043 -2.918
*
```

---

3.
Here is C5H20HfN11O8 as an isolated structure from the Open Molecules 2025 dataset. Energies are from wB97M-V/def2-TZVPD.

* maximum force: 8.4 eV/A
* HOMO level: -0.5962 hartree
* energy: -39555.1640 eV
* gap between HOMO and LUMO: 0.0668 hartree

ORCA input file:
```
! wB97M-V def2-TZVPD RIJCOSX def2/J DEFGRID3
* xyz 3 1
Hf 0.883 1.979 3.088
N -0.429 1.082 -0.219
O -0.083 0.109 -0.924
O -0.261 1.038 1.041
O -0.952 2.042 -0.761
C -1.833 4.163 2.205
O -0.883 3.332 2.399
N -2.190 4.429 0.951
N -2.645 4.582 3.177
H -2.973 5.021 0.727
H -1.527 4.098 0.266
H -3.478 5.086 2.915
H -2.301 4.542 4.122
C 0.132 -1.676 3.198
O 0.269 -0.431 3.260
N 0.600 -2.505 4.142
N -0.055 -2.349 2.046
H 0.528 -3.503 4.067
H 0.839 -2.081 5.026
H -0.410 -1.983 1.178
H 0.142 -3.328 2.118
C 3.076 0.328 0.665
O 2.422 0.712 1.649
N 3.357 1.131 -0.405
N 3.526 -0.919 0.429
H 4.024 0.751 -1.049
H 2.806 1.962 -0.535
H 3.290 -1.681 1.044
H 4.077 -1.082 -0.392
C -0.289 0.258 -4.411
O -0.433 0.061 -5.621
N -1.363 0.433 -3.624
N 0.921 0.120 -3.833
H -1.350 0.656 -2.641
H -2.220 0.303 -4.147
H 1.804 0.062 -4.312
H 1.036 0.351 -2.859
C -1.443 -3.121 -1.585
O -2.334 -2.259 -1.681
N -1.548 -4.374 -2.020
N -0.211 -2.695 -1.256
H -0.733 -4.927 -2.227
H -2.340 -4.663 -2.576
H 0.548 -3.346 -1.388
H 0.004 -1.710 -1.245
*
```

---

4.
Here is C55H56IrN3OP2S2Si2 as an isolated structure from the Open Molecules 2025 dataset. Energies are from wB97M-V/def2-TZVPD.

* maximum force: 2.9 eV/A
* HOMO level (spin up / spin down): -0.3445 / -0.3497 hartree
* energy: -123295.2329 eV
* gap between HOMO and LUMO (spin up / spin down): 0.1453 / 0.1542 hartree
* expectation value of S²: 0.97

ORCA input file:
```
! wB97M-V def2-TZVPD RIJCOSX def2/J DEFGRID3
* xyz 1 2
Ir -0.411 -0.392 0.131
C 4.622 -2.351 1.824
S 4.594 -0.894 0.745
C 2.958 -0.926 0.169
S 1.831 -2.115 0.656
N 2.689 0.007 -0.706
N 1.461 0.173 -1.115
C 1.194 0.854 -2.180
C -0.184 1.025 -2.542
C -0.562 1.768 -3.669
C -1.920 1.844 -3.997
C -2.843 1.245 -3.192
C -2.443 0.611 -1.946
N -1.070 0.405 -1.768
H 5.621 -2.399 2.248
H 4.413 -3.232 1.223
H 3.874 -2.240 2.604
H 1.989 1.277 -2.787
H 0.183 2.263 -4.270
H -2.224 2.353 -4.901
H -3.889 1.267 -3.449
H -3.029 -0.286 -1.698
C -3.954 -1.836 -0.109
C -2.996 -2.915 -0.124
P -1.278 -2.420 -0.819
C -1.515 -2.231 -2.614
C -2.729 -2.334 -3.279
C -2.773 -2.189 -4.656
C -1.613 -1.957 -5.376
C -0.395 -1.875 -4.718
C -0.347 -2.008 -3.345
C -0.609 -4.124 -0.824
C -0.581 -4.886 -1.992
C -0.252 -6.228 -1.943
C 0.054 -6.832 -0.735
C 0.041 -6.076 0.426
C -0.285 -4.733 0.386
P -2.864 1.669 -0.262
C -2.777 3.275 -1.111
C -3.888 4.015 -1.503
C -3.711 5.153 -2.270
C -2.441 5.551 -2.656
C -1.333 4.822 -2.260
C -1.501 3.699 -1.473
C -4.669 1.497 0.001
C -5.595 0.943 -0.874
C -6.921 0.810 -0.494
C -7.337 1.235 0.757
C -6.422 1.797 1.632
C -5.095 1.910 1.262
H -3.887 -1.054 0.624
H -4.796 -1.838 -0.771
H -3.319 -3.777 -0.710
H -2.721 -3.235 0.887
H -3.637 -2.537 -2.730
H -3.719 -2.266 -5.173
H -1.656 -1.852 -6.450
H 0.515 -1.718 -5.279
H 0.598 -1.955 -2.819
H -0.822 -4.444 -2.946
H -0.248 -6.803 -2.856
H 0.294 -7.883 -0.701
H 0.279 -6.545 1.368
H -0.286 -4.143 1.288
H -4.884 3.709 -1.212
H -4.570 5.734 -2.570
H -2.314 6.436 -3.259
H -0.341 5.138 -2.549
H -0.649 3.139 -1.120
H -5.294 0.608 -1.854
H -7.637 0.378 -1.178
H -8.370 1.133 1.050
H -6.743 2.144 2.603
H -4.369 2.324 1.949
C -0.651 -2.677 3.378
Si -0.466 -0.971 2.494
C 1.108 -0.258 3.354
C -2.123 -0.098 2.966
H -0.798 -2.461 4.432
H 0.236 -3.297 3.306
H -1.507 -3.259 3.055
H 0.820 0.264 4.259
H 1.636 0.456 2.732
H 1.792 -1.058 3.623
H -2.041 0.191 4.007
H -2.984 -0.748 2.862
H -2.287 0.796 2.378
O -0.086 1.610 1.022
Si 0.270 2.853 1.915
C 0.048 2.748 3.822
C -1.197 2.714 4.441
C -1.327 2.769 5.820
C -0.203 2.882 6.619
C 1.049 2.913 6.027
C 1.168 2.833 4.651
C 2.075 3.508 1.749
C 2.399 4.670 2.438
C 3.667 5.211 2.346
C 4.620 4.601 1.545
C 4.302 3.448 0.851
C 3.029 2.905 0.955
C -0.500 4.558 1.410
C -1.533 5.126 2.133
C -1.919 6.437 1.904
C -1.264 7.197 0.953
C -0.246 6.631 0.206
C 0.130 5.319 0.434
H -2.093 2.648 3.838
H -2.312 2.756 6.265
H -0.297 2.936 7.693
H 1.936 3.021 6.636
H 2.156 2.845 4.215
H 1.655 5.158 3.052
H 3.903 6.111 2.898
H 5.606 5.036 1.459
H 5.035 2.957 0.226
H 2.791 2.006 0.410
H -2.027 4.565 2.909
H -2.720 6.868 2.486
H -1.532 8.233 0.804
H 0.273 7.215 -0.539
H 0.947 4.899 -0.134
*
```